(1)
# C16H24N2O3S2

An isolated molecule of C16H24N2O3S2 (ωB97M-V/def2-TZVPD, the OMol25 dataset).

Properties
* total energy: -1755.68845 Ha
* lowest unoccupied orbital energy: 0.0201 hartree
* SMILES: O=C(C1CCN(S(=O)(=O)c2cccs2)CC1)N1CCCCCC1
* energy relative to the best compared isomer or geometry (same formula, charge and spin): 21.67 kcal/mol

Last column: Mulliken charge in e.
Element x y z (Å)
O1 -1.574815 -2.381226 -0.875774  -0.703
C1 -1.506398 -1.454443 -0.088039  -0.166
C2 -0.184023 -1.119548 0.605471  0.421
C3 0.758800 -2.321726 0.487627  -0.613
C4 2.096733 -2.010819 1.150335  -1.208
N1 2.708502 -0.815014 0.606895  0.211
S1 3.555577 -1.000023 -0.822884  1.270
O2 2.839102 -0.509733 -1.965127  -0.669
O3 4.098435 -2.322379 -0.856171  -0.712
C5 4.876122 0.144690 -0.518885  0.022
C6 5.184745 1.274000 -1.212349  -0.268
C7 6.309608 1.940493 -0.679794  -0.515
C8 6.823060 1.298698 0.403470  -0.477
S2 5.948300 -0.131815 0.792133  -0.131
C9 1.849887 0.347664 0.625626  -1.451
C10 0.497527 0.091161 -0.041750  0.156
N2 -2.611461 -0.721981 0.201016  0.267
C11 -2.681993 0.413208 1.086840  -0.914
C12 -2.767666 1.752634 0.338085  -0.641
C13 -4.187237 2.123868 -0.076042  -0.936
C14 -4.810511 1.119198 -1.040172  -0.530
C15 -5.033278 -0.257953 -0.414069  -0.816
C16 -3.824128 -1.180186 -0.476826  -0.682
H1 -0.357271 -0.922194 1.669960  0.321
H2 0.919699 -2.544331 -0.568157  0.263
H3 0.307099 -3.199592 0.951297  0.506
H4 1.970358 -1.856257 2.228104  0.381
H5 2.805714 -2.822253 0.986739  0.552
H6 4.621757 1.594920 -2.069213  0.523
H7 6.713010 2.849779 -1.086702  0.385
H8 7.669760 1.581248 0.996887  0.445
H9 1.709836 0.640540 1.672929  0.489
H10 2.382162 1.147423 0.106180  0.397
H11 -0.115146 0.988055 0.046545  0.066
H12 0.668060 -0.117361 -1.099049  0.250
H13 -3.552948 0.302963 1.740035  0.485
H14 -1.799392 0.418958 1.725123  0.360
H15 -2.374603 2.540051 0.985182  0.362
H16 -2.138035 1.700772 -0.552049  0.450
H17 -4.815047 2.205991 0.815011  0.349
H18 -4.165252 3.106272 -0.553249  0.367
H19 -5.773798 1.515750 -1.368644  0.320
H20 -4.177198 1.016700 -1.923271  0.336
H21 -5.386239 -0.144023 0.612397  0.344
H22 -5.824161 -0.771185 -0.965825  0.371
H23 -4.096740 -2.156314 -0.055547  0.314
H24 -3.556511 -1.354675 -1.524299  0.447

Forces on atoms 1 to 6 (eV/Å):
O 0.12 -0.24 -0.21
C 0.29 0.11 0.40
C 0.04 -0.25 -0.29
C -0.02 0.13 0.22
C -0.15 -0.64 -0.03
N 0.61 -0.26 -0.81

---

(2)
# C16H24N2O4

An isolated molecule of C16H24N2O4 (ωB97M-V/def2-TZVPD, the OMol25 dataset).

Properties
* total energy: -1034.48213 Ha
* lowest unoccupied orbital energy: -0.0487 hartree
* SMILES: CCCCOC1=CC(=O)C(N(C)C(C)=O)=C(NCCC)C1=O
* energy relative to the best compared isomer or geometry (same formula, charge and spin): 91.92 kcal/mol

Last column: Mulliken charge in e.
Element x y z (Å)
C1 5.098858 -0.743230 1.250162  -1.284
C2 4.399879 -0.356955 -0.055227  -0.313
C3 3.153767 -1.212088 -0.276895  -0.366
C4 2.635117 -1.121574 -1.697977  -0.500
O1 1.590671 -2.071042 -1.978953  -0.472
C5 0.421719 -1.772064 -1.366782  0.406
C6 -0.081298 -2.473878 -0.346880  -0.456
C7 -1.382391 -2.139924 0.268986  0.590
O2 -1.966247 -2.967014 0.937360  -0.563
C8 -1.922912 -0.755606 0.027657  -0.549
N1 -2.907198 -0.180548 0.864968  0.301
C9 -2.377794 0.736599 1.891611  -0.949
C10 -3.913007 -1.067350 1.395286  0.765
C11 -5.029054 -1.394758 0.443572  -1.280
O3 -3.893705 -1.471875 2.526533  -0.545
C12 -1.425665 -0.050222 -1.011587  0.119
N2 -1.863422 1.276146 -1.292205  -0.120
C13 -0.769523 2.266088 -1.376045  -0.693
C14 0.093397 2.328535 -0.110959  0.419
C15 -0.148959 3.591677 0.730508  -1.683
C16 -0.378767 -0.628473 -1.908193  0.021
O4 -0.195631 -0.193957 -3.026798  -0.605
H1 5.470177 -1.767575 1.198081  0.336
H2 5.915264 -0.059137 1.477069  0.383
H3 4.381810 -0.700956 2.073518  0.303
H4 4.080472 0.684512 0.045626  0.229
H5 5.092194 -0.426195 -0.896422  0.368
H6 3.340029 -2.261349 -0.027929  0.350
H7 2.381657 -0.867300 0.418476  0.166
H8 2.249080 -0.116167 -1.898737  0.215
H9 3.431945 -1.327779 -2.409846  0.372
H10 0.448733 -3.339066 0.033690  0.499
H11 -3.009328 0.685257 2.772935  0.472
H12 -1.339923 0.525396 2.151062  0.276
H13 -2.427503 1.756059 1.502383  0.180
H14 -4.839580 -2.354676 -0.038942  0.253
H15 -5.159899 -0.610512 -0.297483  0.335
H16 -5.944126 -1.494332 1.025407  0.409
H17 -2.320288 1.278557 -2.199323  0.399
H18 -0.127809 2.102705 -2.246339  0.303
H19 -1.231936 3.243797 -1.527514  0.530
H20 -0.063943 1.459827 0.529607  -0.063
H21 1.146220 2.307696 -0.405067  0.264
H22 -1.216516 3.810239 0.764710  0.376
H23 0.213123 3.429176 1.746907  0.363
H24 0.392309 4.443337 0.319988  0.438

Forces on atoms 1 to 6 (eV/Å):
C -0.23 0.01 -0.17
C -0.17 0.01 0.50
C -0.14 -0.06 0.03
C -0.07 0.35 -0.06
O -0.10 -0.22 0.21
C 0.00 -0.04 0.32

---

(3)
# C16H24N6O7

A 2-piece molecular cluster, C16H24N6O7 overall (ωB97M-V/def2-TZVPD, the OMol25 dataset).

Properties
* total energy: -1479.29890 Ha
* lowest unoccupied orbital energy: -0.0248 hartree
* SMILES: NCCNc1ccc([N+](=O)[O-])cc1C(=O)O.CNC(=O)[C@H](CC(N)=O)NC(C)=O

Last column: Mulliken charge in e.
Element x y z (Å)
N1 -1.186313 -0.174524 1.646875  -0.361
C1 -2.229927 -1.195912 1.810742  -0.615
C2 -2.437430 -1.861615 0.457766  -0.599
N2 -3.689609 -2.622391 0.383313  -0.346
C3 -3.778625 -3.382764 -0.767096  -0.296
C4 -3.152475 -4.623650 -0.764054  -0.288
C5 -3.133697 -5.414847 -1.908713  -0.435
C6 -3.730556 -4.959725 -3.096316  -0.168
N3 -3.695321 -5.744140 -4.269494  0.887
O1 -3.483608 -6.955890 -4.151256  -0.568
O2 -3.865255 -5.178776 -5.355810  -0.563
C7 -4.367231 -3.702415 -3.081801  -0.394
C8 -4.417940 -2.901505 -1.924354  0.065
C9 -5.117994 -1.600146 -1.986094  0.829
O3 -5.255484 -0.925806 -0.976640  -0.650
O4 -5.614859 -1.208478 -3.177252  -0.450
H1 -0.873176 0.190250 2.557405  0.312
H2 -0.382143 -0.554882 1.147845  0.091
H3 -3.160272 -0.726628 2.149872  0.353
H4 -1.936222 -1.946971 2.552755  0.259
H5 -2.453603 -1.088368 -0.319038  0.281
H6 -1.580397 -2.513227 0.255194  0.381
H7 -4.495823 -1.984503 0.427028  0.445
H8 -2.669892 -4.969037 0.143746  0.526
H9 -2.633112 -6.379890 -1.871361  0.443
H10 -4.842437 -3.347976 -3.994788  0.517
H11 -6.030298 -0.352362 -2.995143  0.360
C10 3.745744 3.712393 -2.214448  -0.922
N4 3.856976 3.056718 -0.912097  -0.128
C11 2.878943 3.039320 0.004127  0.375
O5 1.793074 3.573438 -0.209312  -0.729
C12 3.153766 2.329249 1.356985  0.155
C13 2.280154 2.834576 2.525108  -0.807
C14 0.921254 2.164641 2.535017  0.320
N5 -0.035116 2.669075 1.797661  -0.366
O6 0.730400 1.138227 3.163380  -0.728
N6 4.565262 2.311438 1.775527  -0.215
C15 5.352906 3.381018 1.896854  0.704
C16 6.748514 3.128147 2.415553  -1.305
O7 5.003810 4.513886 1.604476  -0.603
H12 4.672904 3.600053 -2.777922  0.340
H13 2.922126 3.273490 -2.781463  0.291
H14 3.541371 4.775852 -2.069683  0.298
H15 4.747499 2.666810 -0.650275  0.251
H16 2.881924 1.286054 1.189248  0.444
H17 2.163246 3.916746 2.463349  0.383
H18 2.756866 2.601455 3.476862  0.400
H19 0.212659 3.390276 1.131425  0.259
H20 -0.871962 2.115430 1.700674  0.274
H21 4.948664 1.426523 2.065228  0.271
H22 7.261116 2.427674 1.759359  0.343
H23 6.689700 2.721255 3.423456  0.341
H24 7.291897 4.072436 2.437579  0.338

Forces on atoms 1 to 6 (eV/Å):
N -0.56 0.15 0.39
C 0.45 0.10 -0.27
C -0.16 0.19 0.20
N -0.48 0.27 1.02
C -0.07 0.38 0.02
C 0.13 -0.57 -1.04

---

(4)
# C16H24O19S4

A 5-piece molecular cluster, C16H24O19S4 overall (ωB97M-V/def2-TZVPD, the OMol25 dataset).

Properties
* total energy: -3645.79543 Ha
* lowest unoccupied orbital energy: -0.0050 hartree
* SMILES: C#CCCCOC(=O)OC#C.O=S1(=O)OCCO1.O=S1(=O)OCCO1.O=S1(=O)OCCO1.O=S1(=O)OCCO1

Last column: Mulliken charge in e.
Element x y z (Å)
C1 -1.586129 7.570108 -0.375215  -0.524
C2 -1.747027 6.383253 -1.152074  -0.094
C3 -1.894550 4.993791 -2.009988  -0.146
C4 -3.301158 4.182234 -1.784357  -0.609
C5 -3.341081 3.279405 -0.389024  -0.013
O1 -2.836997 4.020036 0.788721  -0.220
C6 -2.221126 3.079773 1.774524  0.620
O2 -2.844441 2.950719 2.948409  -0.489
O3 -0.990370 2.395622 1.349661  -0.115
C7 -0.381673 1.799529 2.585294  0.171
C8 0.502575 1.253693 3.563989  -0.521
H1 -1.163715 8.632374 -0.036162  0.325
H2 -1.806615 5.288681 -3.156687  0.322
H3 -1.019465 4.210188 -1.818215  0.146
H4 -4.213691 4.928748 -1.859423  0.335
H5 -3.425686 3.415446 -2.687450  0.278
H6 -4.483247 2.983225 -0.211706  0.235
H7 -2.782842 2.267510 -0.597962  -0.032
H8 1.359527 0.634355 4.118477  0.350
O4 0.544733 2.215691 -3.411645  -0.545
S1 -0.016154 0.890517 -3.554649  1.075
O5 -0.539928 0.388031 -4.803477  -0.555
O6 -1.148212 0.690073 -2.398724  -0.310
C9 -0.803867 -0.429902 -1.584920  -0.266
C10 0.718959 -0.519233 -1.637295  -0.197
O7 1.066452 -0.185183 -2.979099  -0.338
H9 -1.266189 -1.321904 -2.019820  0.247
H10 -1.174331 -0.289115 -0.565994  0.360
H11 1.086844 -1.515413 -1.380284  0.272
H12 1.180142 0.220871 -0.974809  0.318
O8 0.638789 -3.089755 -0.222737  -0.621
S2 -0.701096 -3.632597 -0.188669  1.181
O9 -1.798015 -2.979514 0.487091  -0.558
O10 -0.612137 -5.173776 0.335498  -0.353
C11 -1.161160 -6.044501 -0.652229  -0.420
C12 -0.937241 -5.339404 -1.987301  -0.137
O11 -1.158152 -3.956353 -1.720565  -0.287
H13 -2.229263 -6.164874 -0.444352  0.301
H14 -0.671546 -7.021278 -0.614025  0.352
H15 -1.616622 -5.695370 -2.765441  0.237
H16 0.097460 -5.456849 -2.326318  0.265
O12 2.448714 2.738386 8.321144  -0.538
S3 2.369815 3.804328 7.347145  1.053
O13 3.535966 4.417555 6.755160  -0.530
O14 1.417613 4.979530 7.955510  -0.307
C13 0.313730 5.198727 7.078818  -0.350
C14 0.074044 3.861688 6.382689  -0.218
O15 1.373861 3.325019 6.147661  -0.219
H17 0.599076 5.972418 6.358729  0.295
H18 -0.560927 5.532926 7.643229  0.310
H19 -0.472710 3.973280 5.443339  0.238
H20 -0.464557 3.167833 7.036758  0.260
O16 2.151927 -8.086636 -3.012437  -0.574
S4 2.110987 -6.739946 -3.537678  1.142
O17 0.878421 -6.028131 -3.783646  -0.554
O18 3.015765 -6.695113 -4.893135  -0.302
C15 4.055999 -5.731098 -4.738922  -0.347
C16 4.344872 -5.678899 -3.241075  -0.347
O19 3.071923 -5.802798 -2.610973  -0.268
H21 3.684166 -4.767684 -5.102410  0.287
H22 4.935490 -6.023059 -5.319032  0.315
H23 4.833576 -4.748159 -2.943315  0.316
H24 4.960492 -6.529022 -2.928607  0.300

Forces on atoms 1 to 6 (eV/Å):
C -0.24 -7.91 -6.11
C 1.47 7.51 4.99
C 0.00 0.16 -0.08
C -0.08 0.08 0.00
C -1.36 -0.66 -1.95
O 2.14 -3.96 1.18

---

(5)
# C16H25B3BrN4O4P

C16H25B3BrN4O4P as an isolated structure (ωB97M-V/def2-TZVPD, the OMol25 dataset).

Properties
* total energy: -4134.83005 Ha
* lowest unoccupied orbital energy: -0.0057 hartree

Last column: Mulliken charge in e.
Element x y z (Å)
C1 5.603079 3.679048 0.490174  -1.247
C2 4.065637 3.654952 0.355269  -0.335
B1 3.372334 2.633922 1.292084  0.280
O1 2.141478 2.882905 1.912527  -0.379
B2 1.284563 1.956714 1.347775  0.239
C3 0.098678 2.370944 0.415612  -0.425
C4 0.032185 3.842407 0.294100  -0.235
N1 0.231333 4.409765 -0.800760  -0.641
O2 1.644854 0.618916 1.590151  -0.161
B3 2.891937 0.503750 1.017340  0.527
P1 3.059815 -0.703251 -0.495523  0.235
O3 3.368291 0.416171 -1.676549  -0.496
Br1 4.946088 -1.863062 -0.296783  -0.309
O4 3.871771 1.341870 1.501453  -0.339
H1 6.003518 2.746423 0.120882  0.308
H2 5.987687 4.489189 -0.109418  0.387
H3 5.871884 3.788178 1.532108  0.292
H4 3.614181 4.635818 0.416073  0.359
H5 3.845948 3.293910 -0.652154  0.319
H6 0.363837 2.024742 -0.583085  0.201
H7 -0.857213 1.926909 0.673092  0.402
H8 -0.192264 4.424224 1.186422  0.390
H9 0.150354 5.417249 -0.681424  0.282
H10 2.602654 0.425197 -2.270857  0.342
N2 -1.539419 -0.944532 -2.684237  0.138
C5 -2.515034 -0.553968 -3.562212  -0.619
C6 -3.349912 0.306953 -2.901924  -0.715
C7 -2.857922 0.445163 -1.574833  -0.390
C8 -1.739708 -0.335356 -1.472410  -0.562
H11 -0.790127 -1.579490 -2.896490  0.223
H12 -2.530584 -0.921573 -4.573676  0.432
H13 -4.217895 0.785975 -3.322609  0.409
H14 -3.277390 1.048783 -0.787085  0.464
H15 -1.069902 -0.514623 -0.646358  0.619
N3 -0.994233 -3.776402 -0.874788  0.149
C9 -1.335640 -4.955065 -0.271475  -0.622
C10 -0.175679 -5.610438 0.050625  -0.431
C11 0.906320 -4.788771 -0.368003  -0.672
C12 0.364694 -3.666370 -0.935150  -0.083
H16 -1.645635 -3.090130 -1.217048  0.152
H17 -2.367367 -5.223892 -0.123051  0.405
H18 -0.109296 -6.568756 0.537589  0.424
H19 1.957934 -4.996382 -0.262359  0.431
H20 0.826513 -2.795170 -1.369782  0.244
N4 -4.885959 -1.026558 2.345512  0.024
C13 -4.217247 -2.070326 1.765359  -0.703
C14 -2.876547 -1.816807 1.865804  -0.150
C15 -2.729550 -0.572175 2.536105  -0.552
C16 -3.987526 -0.110924 2.820389  -0.705
H21 -5.883740 -0.945054 2.412006  0.175
H22 -4.751629 -2.898382 1.332301  0.383
H23 -2.085872 -2.452345 1.500265  0.562
H24 -1.805359 -0.074920 2.781627  0.583
H25 -4.318921 0.784645 3.317400  0.389

Forces on atoms 1 to 6 (eV/Å):
C -0.91 -0.05 -0.06
C 0.47 -0.34 0.06
B 0.54 0.59 1.20
O -0.15 0.39 -1.26
B -0.76 -0.26 1.54
C 0.51 -0.05 0.14

---

| no. | F_max (eV Å⁻¹) | frontier orbital gap (eV) | HOMO (eV) |
| --- | --- | --- | --- |
| 1 | 1.0 | 9.597 | -9.05 |
| 2 | 1.1 | 7.782 | -9.11 |
| 3 | 3.0 | 8.324 | -9.00 |
| 4 | 10.6 | 9.019 | -9.15 |
| 5 | 2.2 | 8.108 | -8.26 |